# 1
{
  "formula": "C16H20BCl2N6S3Y",
  "method": "the ωB97M-V functional and the def2-TZVPD basis",
  "elements": ["Y", "C", "N", "C", "C", "N", "B", "N", "C", "C", "N", "C", "C", "S", "C", "S", "H", "H", "H", "H", "H", "H", "H", "H", "H", "H", "H", "H", "Cl", "C", "Cl", "H", "H", "N", "C", "N", "C", "C", "C", "C", "C", "C", "S", "H", "H", "H", "H", "H", "H"],
  "positions_angstrom": [[0.27, 1.22, -1.09], [-3.34, -1.49, 1.87], [-1.96, -1.78, 1.74], [-1.29, -2.89, 2.19], [0.01, -2.66, 2.10], [0.18, -1.39, 1.61], [1.43, -0.78, 0.98], [1.83, 0.53, 1.73], [1.98, 0.51, 3.11], [2.58, 1.68, 3.49], [2.89, 2.31, 2.34], [3.78, 3.44, 2.11], [2.43, 1.61, 1.26], [2.73, 1.85, -0.44], [-1.08, -0.86, 1.36], [-1.47, 0.70, 0.81], [-3.97, -2.32, 1.65], [-3.61, -0.68, 1.15], [-3.58, -1.07, 2.83], [-1.77, -3.72, 2.53], [0.88, -3.35, 2.20], [2.29, -1.59, 0.96], [1.19, -0.43, -0.20], [1.68, -0.34, 3.69], [2.73, 2.11, 4.45], [3.89, 4.03, 3.04], [3.37, 4.10, 1.36], [4.75, 3.12, 1.81], [0.49, 3.26, -3.19], [-0.76, 4.34, -2.41], [-1.70, 3.46, -1.21], [-1.44, 4.67, -3.20], [-0.21, 5.08, -1.85], [2.57, -1.65, -2.19], [1.24, -1.61, -2.22], [0.47, -0.57, -2.58], [-0.87, -0.91, -2.52], [-1.88, -0.03, -2.98], [-3.20, -0.45, -2.87], [-3.43, -1.74, -2.46], [-2.49, -2.64, -2.01], [-1.20, -2.19, -2.13], [0.32, -3.08, -1.91], [3.03, -0.78, -2.24], [3.09, -2.47, -1.92], [-1.58, 0.94, -3.53], [-4.04, 0.16, -3.24], [-4.49, -2.08, -2.46], [-2.72, -3.59, -1.53]],
  "nbo_charge": [1.54, -0.43, -0.32, -0.07, -0.02, -0.52, 0.32, -0.49, -0.05, -0.02, -0.32, -0.42, 0.28, -0.30, 0.30, -0.31, 0.24, 0.24, 0.23, 0.24, 0.26, 0.00, -0.18, 0.24, 0.26, 0.24, 0.23, 0.23, 0.07, -0.36, 0.11, 0.27, 0.26, -0.74, 0.35, -0.70, 0.01, -0.24, -0.19, -0.18, -0.23, -0.10, 0.41, 0.42, 0.44, 0.25, 0.25, 0.24, 0.25],
  "gap_ev": 8.43,
  "relative_energy_kj_mol": 0.0,
  "lumo_energy_ha": -0.20668,
  "max_force_ha_per_bohr": 0.062,
  "total_charge": 2
}

=====

# 2
{
  "formula": "C16H20BClF9N4O2PtS2",
  "method": "the ωB97M-V functional and the def2-TZVPD basis",
  "elements": ["Pt", "C", "N", "C", "C", "N", "B", "N", "C", "C", "N", "C", "C", "S", "C", "S", "H", "H", "H", "H", "H", "H", "H", "H", "H", "H", "H", "H", "C", "C", "C", "O", "H", "H", "H", "H", "H", "H", "F", "C", "F", "F", "C", "O", "C", "F", "F", "F", "C", "F", "F", "F", "Cl", "C", "H", "H"],
  "positions_angstrom": [[0.07, 0.21, 0.54], [4.04, -1.42, -0.98], [2.97, -2.09, -1.69], [3.01, -3.36, -2.24], [1.80, -3.57, -2.80], [1.02, -2.45, -2.61], [-0.48, -2.34, -3.02], [-1.32, -2.79, -1.77], [-1.55, -4.11, -1.48], [-2.12, -4.19, -0.26], [-2.24, -2.90, 0.19], [-2.69, -2.51, 1.51], [-1.75, -2.05, -0.74], [-1.84, -0.32, -0.61], [1.75, -1.54, -1.93], [1.39, 0.08, -1.53], [4.81, -2.15, -0.75], [3.64, -0.98, -0.06], [4.45, -0.61, -1.58], [3.89, -3.98, -2.18], [1.42, -4.42, -3.33], [-0.76, -1.22, -3.34], [-0.67, -3.17, -3.89], [-1.28, -4.89, -2.17], [-2.42, -5.03, 0.34], [-3.11, -3.39, 2.00], [-3.44, -1.73, 1.43], [-1.85, -2.14, 2.09], [1.91, -2.50, 2.74], [1.74, -3.47, 1.61], [2.98, -4.21, 1.16], [0.67, -3.67, 1.08], [2.81, -2.70, 3.32], [1.03, -2.50, 3.37], [1.98, -1.49, 2.32], [3.31, -4.87, 1.96], [3.79, -3.50, 0.97], [2.77, -4.79, 0.26], [2.69, 3.53, 3.49], [1.85, 2.66, 2.88], [1.23, 2.00, 3.85], [0.93, 3.40, 2.24], [2.58, 1.68, 1.89], [1.86, 0.59, 1.62], [3.89, 1.19, 2.60], [4.41, 0.13, 1.95], [4.86, 2.12, 2.67], [3.63, 0.79, 3.85], [2.99, 2.51, 0.63], [3.53, 3.71, 0.94], [3.91, 1.85, -0.09], [1.95, 2.75, -0.16], [-0.77, -0.39, 3.67], [-1.06, 0.64, 2.17], [-0.87, 1.65, 2.51], [-2.12, 0.52, 1.99]],
  "nbo_charge": [0.53, -0.41, -0.36, -0.10, -0.06, -0.49, 0.19, -0.48, -0.06, -0.06, -0.34, -0.41, 0.30, -0.15, 0.30, -0.28, 0.19, 0.26, 0.22, 0.21, 0.22, -0.01, -0.07, 0.22, 0.21, 0.20, 0.22, 0.25, -0.76, 0.61, -0.72, -0.57, 0.20, 0.25, 0.30, 0.22, 0.22, 0.23, -0.33, 0.96, -0.31, -0.33, 0.04, -0.82, 0.97, -0.33, -0.33, -0.32, 0.95, -0.33, -0.32, -0.30, -0.18, -0.61, 0.19, 0.18],
  "gap_ev": 7.48,
  "relative_energy_kj_mol": 0.0,
  "lumo_energy_ha": 0.09957,
  "max_force_ha_per_bohr": 0.002,
  "total_charge": -1
}

=====

The records above give, respectively, DFT total energy values of -3128.05713; -3290.98094 a.u..